The following is a quantum chemistry calculation of C38H38Br4N4O5P2Pb as an isolated structure, from the OMol25 dataset.

Calculated values
**Orbital gap**: 0.19473 hartree
**Total charge**: -2
**LUMO**: 3.3 eV
**Energy above the lowest of the compared OMol25 structures with the same formula, charge and spin**: 0.0 kJ/mol

Last column: natural (NBO) charge in e.
Geometry (Å):
Pb  0.43  -1.57  -1.86  1.55
O  -4.73  0.97  -0.60  -0.72
C  -4.65  0.06  0.38  0.34
C  -5.54  0.18  1.46  -0.30
C  -5.51  -0.74  2.50  -0.20
C  -4.61  -1.79  2.48  -0.29
C  -3.72  -1.90  1.42  -0.17
C  -3.71  -0.99  0.37  -0.14
C  -2.67  -1.14  -0.70  0.60
O  -1.73  -1.96  -0.52  -0.77
N  -2.86  -0.34  -1.74  -0.54
N  -1.83  -0.37  -2.67  -0.33
C  -2.08  0.27  -3.75  0.10
C  -1.19  0.52  -4.86  -0.23
C  -1.76  1.15  -5.98  -0.15
C  -1.05  1.47  -7.11  -0.33
C  0.32  1.16  -7.13  -0.21
C  0.92  0.55  -6.06  -0.26
C  0.21  0.20  -4.87  0.41
O  0.84  -0.33  -3.89  -0.82
H  -4.05  0.65  -1.29  0.50
H  -6.24  1.01  1.45  0.21
H  -6.21  -0.63  3.32  0.19
H  -4.59  -2.51  3.29  0.20
H  -2.99  -2.69  1.38  0.23
H  -3.09  0.70  -3.85  0.15
H  -2.82  1.38  -5.93  0.19
H  -1.53  1.95  -7.95  0.19
H  0.91  1.40  -8.01  0.19
H  1.97  0.31  -6.07  0.20
C  -2.34  2.60  1.54  -0.96
P  -0.92  1.76  0.72  0.83
C  0.34  2.04  2.07  -0.05
N  0.36  3.19  2.68  -0.41
C  1.35  3.42  3.59  0.08
C  1.42  4.67  4.25  -0.18
C  2.44  4.92  5.13  -0.23
C  3.41  3.94  5.39  -0.22
C  3.36  2.72  4.77  -0.22
C  2.32  2.44  3.86  0.18
N  2.24  1.20  3.29  -0.45
C  1.26  0.98  2.44  -0.07
P  1.02  -0.69  1.69  0.87
C  -0.53  -1.12  2.58  -0.95
C  2.28  -1.81  2.50  -0.31
C  2.26  -1.85  4.03  -0.62
C  1.98  -3.21  1.95  -0.63
C  3.66  -1.40  1.98  -0.63
C  -0.39  3.02  -0.57  -0.30
C  -1.58  3.14  -1.53  -0.63
C  -0.01  4.41  -0.08  -0.61
C  0.80  2.40  -1.33  -0.61
H  -2.10  3.61  1.87  0.22
H  -2.62  2.00  2.41  0.24
H  -3.18  2.61  0.85  0.25
H  0.66  5.40  4.02  0.22
H  2.49  5.88  5.63  0.20
H  4.21  4.15  6.09  0.20
H  4.09  1.94  4.95  0.22
H  -0.49  -0.90  3.65  0.21
H  -0.71  -2.19  2.44  0.25
H  -1.37  -0.61  2.12  0.26
H  1.29  -2.21  4.39  0.20
H  2.46  -0.88  4.47  0.22
H  3.02  -2.55  4.37  0.20
H  1.01  -3.58  2.28  0.20
H  2.74  -3.90  2.32  0.20
H  2.02  -3.23  0.86  0.27
H  3.94  -0.40  2.31  0.21
H  3.69  -1.45  0.89  0.24
H  4.41  -2.11  2.35  0.20
H  -2.39  3.73  -1.09  0.20
H  -1.97  2.16  -1.81  0.24
H  -1.25  3.64  -2.45  0.21
H  -0.78  4.85  0.55  0.21
H  0.13  5.06  -0.95  0.20
H  0.92  4.41  0.49  0.21
H  0.53  1.47  -1.81  0.24
H  1.65  2.22  -0.66  0.20
H  1.13  3.09  -2.11  0.20
Br  1.82  -8.26  -4.38  0.02
C  1.98  -6.64  -3.41  -0.18
C  3.06  -6.44  -2.56  -0.17
Br  4.40  -7.77  -2.36  0.02
C  3.16  -5.23  -1.85  -0.21
Br  4.60  -4.88  -0.67  0.01
C  2.21  -4.21  -1.97  0.27
O  2.28  -3.09  -1.33  -0.84
C  1.08  -4.43  -2.86  0.33
O  0.18  -3.50  -2.98  -0.87
C  1.01  -5.64  -3.54  -0.21
Br  -0.49  -5.86  -4.68  0.03



The following is a quantum chemistry calculation of C14H14BF9N6OSn as an isolated structure at a distorted geometry, from the OMol25 dataset.

Calculated values
**Orbital gap**: 0.33564 hartree
**LUMO**: 0.4 eV
**Energy above the lowest of the compared OMol25 structures with the same formula, charge and spin**: 0.0 kJ/mol

Last column: natural (NBO) charge in e.
Geometry (Å):
H  -3.27  0.79  0.61  0.23
N  -1.78  -0.70  0.30  -0.43
B  -0.56  -2.95  -0.29  0.59
N  -1.82  -2.06  0.04  -0.31
C  -3.12  -2.40  -0.12  0.03
Sn  -0.11  0.85  0.40  1.43
H  -3.38  -3.41  -0.39  0.23
C  -3.93  -1.29  0.09  -0.35
H  -5.00  -1.19  0.03  0.24
C  -3.05  -0.24  0.38  -0.01
H  -0.95  -3.90  -0.92  -0.05
C  4.57  1.13  2.17  -0.85
H  4.82  2.09  1.71  0.21
H  3.56  0.81  1.90  0.21
H  5.30  0.37  1.86  0.21
N  0.24  -3.60  0.95  -0.35
N  0.27  -2.04  -1.29  -0.30
N  0.81  -2.73  1.83  -0.30
N  0.51  -0.68  -1.17  -0.43
C  0.49  -4.90  1.39  -0.04
C  0.65  -2.41  -2.54  0.03
H  0.17  -5.78  0.86  0.22
H  0.49  -3.41  -2.87  0.23
C  1.25  -4.81  2.59  -0.36
C  1.22  -1.33  -3.18  -0.35
C  1.41  -3.41  2.81  -0.06
C  1.13  -0.27  -2.29  -0.01
H  1.63  -5.59  3.24  0.23
H  1.61  -1.29  -4.19  0.24
H  1.92  -2.90  3.61  0.21
H  1.48  0.75  -2.42  0.23
H  4.67  1.25  3.22  0.21
F  -1.33  3.15  1.66  -0.32
C  -0.50  3.82  0.79  0.95
F  -0.54  5.13  1.08  -0.29
F  0.79  3.41  1.06  -0.32
C  -0.92  3.45  -0.69  0.01
O  -1.05  2.07  -0.96  -0.90
C  -2.41  3.94  -0.97  0.98
F  -2.64  5.27  -0.88  -0.31
F  -2.79  3.53  -2.20  -0.30
F  -3.23  3.31  -0.07  -0.32
C  0.25  3.90  -1.64  0.97
F  0.69  5.15  -1.38  -0.31
F  1.31  3.04  -1.46  -0.33
F  -0.09  3.81  -2.95  -0.30



The following is a quantum chemistry calculation of C37H42N6OSe2Zr as an isolated structure, from the OMol25 dataset.

Calculated values
**Orbital gap (spin up / spin down)**: 0.17733 / 0.17747 hartree
**Total charge**: +2
**LUMO (spin up / spin down)**: -6.8 / -6.8 eV

Last column: natural (NBO) charge in e.
Geometry (Å):
Zr  0.82  1.91  0.13  1.94
C  3.73  1.18  -2.64  -0.65
C  3.00  2.11  -1.71  0.02
C  3.43  2.25  -0.39  -0.29
C  2.97  3.31  0.40  -0.25
C  2.01  4.20  -0.10  -0.24
C  1.54  4.03  -1.41  -0.20
C  2.02  3.00  -2.20  -0.18
H  4.03  0.26  -2.14  0.24
H  4.64  1.69  -2.97  0.27
H  3.14  0.95  -3.53  0.24
H  4.22  1.61  -0.01  0.27
H  3.40  3.49  1.38  0.28
H  1.69  5.05  0.50  0.28
H  0.83  4.75  -1.81  0.28
H  1.71  2.92  -3.23  0.26
Se  -4.96  4.96  4.24  0.99
N  -4.72  4.60  2.51  -0.60
C  -3.49  4.20  2.38  0.17
C  -2.89  3.83  1.09  -0.09
C  -3.53  3.99  -0.09  -0.12
C  -2.90  3.61  -1.32  -0.24
C  -1.67  3.07  -1.28  0.00
N  -0.97  2.89  -0.09  -0.76
C  -1.55  3.29  1.12  0.15
C  -0.82  3.20  2.28  0.12
N  0.48  2.58  2.22  -0.63
C  1.39  3.01  3.23  -0.05
C  0.97  3.62  4.34  -0.20
C  -0.42  3.93  4.55  -0.21
C  -1.28  3.74  3.53  -0.05
C  -2.69  4.16  3.58  0.09
N  -3.29  4.52  4.68  -0.58
H  -4.53  4.41  -0.09  0.26
H  -3.40  3.72  -2.26  0.25
H  -1.18  2.72  -2.18  0.21
H  2.42  2.72  3.10  0.21
H  1.71  3.89  5.09  0.25
H  -0.77  4.36  5.48  0.26
C  -0.50  -4.31  -3.67  -0.61
C  0.58  -3.67  -4.53  -0.41
C  0.86  -2.20  -4.21  -0.41
C  1.84  -1.94  -3.08  -0.21
N  1.37  -2.36  -1.76  -0.35
C  0.44  -1.74  -1.01  0.33
Se  -0.28  -0.02  -1.37  -0.14
N  0.11  -2.54  0.01  -0.35
C  -1.01  -2.38  0.95  -0.23
C  -2.13  -3.38  0.67  -0.41
C  -2.90  -3.08  -0.62  -0.39
C  -3.65  -1.75  -0.59  -0.62
C  0.88  -3.70  -0.05  0.16
C  0.97  -4.79  0.81  -0.23
C  1.88  -5.77  0.47  -0.18
C  2.68  -5.66  -0.69  -0.18
C  2.60  -4.57  -1.52  -0.21
C  1.68  -3.59  -1.17  0.10
H  -0.72  -5.32  -4.02  0.23
H  -1.43  -3.74  -3.74  0.21
H  -0.22  -4.39  -2.62  0.19
H  0.27  -3.73  -5.58  0.23
H  1.52  -4.25  -4.47  0.20
H  -0.08  -1.68  -4.01  0.21
H  1.30  -1.71  -5.09  0.23
H  2.06  -0.88  -3.02  0.22
H  2.78  -2.47  -3.25  0.22
H  -1.36  -1.35  0.86  0.26
H  -0.61  -2.50  1.96  0.21
H  -2.81  -3.35  1.52  0.23
H  -1.71  -4.39  0.63  0.22
H  -3.61  -3.89  -0.77  0.23
H  -2.22  -3.12  -1.48  0.19
H  -4.20  -1.63  0.34  0.21
H  -4.38  -1.70  -1.40  0.23
H  -2.98  -0.90  -0.70  0.20
H  0.35  -4.88  1.69  0.24
H  1.98  -6.64  1.10  0.24
H  3.38  -6.46  -0.92  0.24
H  3.21  -4.50  -2.41  0.24
C  -1.54  0.41  3.19  -0.27
O  -0.83  0.54  1.94  -0.54
C  0.48  0.94  2.01  -0.03
C  1.35  0.21  2.99  -0.68
H  -1.52  -0.63  3.52  0.19
H  -2.57  0.72  3.00  0.22
H  -1.11  1.05  3.97  0.20
H  1.16  0.49  4.03  0.24
H  2.41  0.35  2.80  0.23
H  1.14  -0.85  2.88  0.25



The following is a quantum chemistry calculation of C22H15BrClNO7RhS as an isolated structure, from the OMol25 dataset.

Calculated values
**Orbital gap**: 0.28594 hartree
**Total charge**: -1
**LUMO**: 2.4 eV
**Energy above the lowest of the compared OMol25 structures with the same formula, charge and spin**: 9.2 kJ/mol

Last column: natural (NBO) charge in e.
Geometry (Å):
Rh  -0.24  0.40  0.16  0.85
O  -3.65  0.32  2.93  -0.85
Cl  -2.22  0.28  2.94  2.55
O  -1.73  -0.57  3.98  -0.83
O  -1.69  1.62  3.06  -0.86
O  -1.78  -0.28  1.64  -0.89
S  2.56  2.51  -2.50  0.39
C  3.05  0.87  -2.46  -0.40
C  2.24  0.09  -1.69  -0.28
C  1.18  0.83  -1.09  -0.02
C  1.24  2.15  -1.45  -0.37
C  0.22  3.03  -0.92  0.23
C  0.05  4.38  -1.24  -0.26
C  -1.01  5.07  -0.69  -0.15
C  -1.88  4.41  0.16  -0.28
C  -1.65  3.08  0.44  0.09
N  -0.62  2.40  -0.06  -0.40
H  3.92  0.57  -3.02  0.23
H  2.39  -0.97  -1.54  0.23
H  0.74  4.84  -1.93  0.22
H  -1.16  6.12  -0.93  0.21
H  -2.73  4.90  0.61  0.22
H  -2.28  2.53  1.13  0.25
Br  4.27  1.06  5.05  -0.01
C  2.98  0.92  3.65  -0.10
C  2.51  -0.32  3.28  -0.25
C  1.58  -0.41  2.25  -0.27
C  1.10  0.72  1.60  0.04
C  1.59  1.96  2.02  -0.28
C  2.52  2.07  3.03  -0.24
H  2.87  -1.21  3.78  0.21
H  1.21  -1.38  1.97  0.23
H  1.24  2.88  1.56  0.20
H  2.89  3.04  3.35  0.21
O  -3.16  -2.56  -2.52  -0.64
C  -2.19  -3.47  -2.30  0.42
C  -2.30  -4.76  -2.81  -0.33
C  -1.32  -5.71  -2.58  -0.18
C  -0.20  -5.38  -1.83  -0.27
C  -0.09  -4.10  -1.32  -0.13
C  -1.06  -3.13  -1.55  -0.23
C  -0.83  -1.77  -0.97  0.76
O  0.05  -1.65  -0.06  -0.68
O  -1.44  -0.75  -1.38  -0.66
H  -3.88  -2.98  -2.99  0.47
H  -3.19  -5.02  -3.39  0.20
H  -1.43  -6.71  -2.99  0.21
H  0.57  -6.11  -1.64  0.21
H  0.76  -3.81  -0.72  0.24



The following is a quantum chemistry calculation of one molecule with the formula CH4N2OS2 at a distorted geometry, from the OMol25 dataset.

Calculated values
**Orbital gap**: 0.34764 hartree
**SMILES**: NSC(=O)SN
**LUMO**: 0.3 eV
**Energy above the lowest of the compared OMol25 structures with the same formula, charge and spin**: 83.4 kJ/mol

Last column: natural (NBO) charge in e.
Geometry (Å):
N  0.91  2.44  0.61  -0.97
S  -0.48  1.92  -0.07  0.48
C  -0.23  0.20  -0.11  0.10
O  0.88  -0.27  0.11  -0.63
S  -1.64  -0.80  -0.45  0.40
N  -0.97  -2.47  -0.44  -0.95
H  1.67  1.86  0.28  0.40
H  0.78  2.29  1.70  0.38
H  0.09  -2.26  -0.21  0.40
H  -1.01  -2.90  -1.41  0.38